{"formula": "C3H7N2O", "method": "the ωB97M-V functional and the def2-TZVPD basis", "elements": ["C", "C", "N", "C", "N", "H", "H", "H", "H", "H", "H", "H", "O"], "positions_angstrom": [[0.276, 0.015, -1.134], [-0.554, -1.066, -1.416], [-1.297, -1.399, -0.320], [-0.916, -0.588, 0.784], [0.032, 0.292, 0.237], [1.042, 0.537, -1.754], [-0.671, -1.625, -2.429], [-1.965, -2.192, -0.128], [-1.638, -0.469, 1.636], [0.880, 0.580, 0.867], [2.771, 1.946, 1.351], [1.509, 2.878, 1.690], [1.762, 1.992, 1.243]], "max_force_ev_per_a": 4.37, "homo_ev": -14.220, "spin_multiplicity": 1, "e_tot_ha": -302.99390, "lumo_energy_ev": -4.011, "homo_lumo_gap_ev": 10.2, "total_charge": 1}